# 1
{
  "formula": "C4H6O2S",
  "method": "ωB97M-V/def2-TZVPD",
  "elements": ["S", "O", "O", "C", "C", "C", "C", "H", "H", "H", "H", "H", "H"],
  "positions_angstrom": [[1.92168, -0.53618, -0.28621], [-0.97020, 0.99396, -0.74000], [-2.76823, -0.01241, 0.16465], [-0.78171, -1.30614, 0.02926], [-1.39464, 0.02130, -0.13130], [0.53454, -1.49995, -0.15206], [1.80034, 1.29767, 0.25066], [0.66559, -2.55054, -0.20978], [-1.52161, -2.19939, 0.11767], [2.85347, 1.59613, 0.73899], [-2.98292, 0.81639, -0.26392], [1.22941, 1.37980, 1.09023], [1.41427, 1.99939, -0.60817]],
  "forces_ev_per_a": [[1.47, 1.35, 0.04], [0.18, -0.91, 1.19], [2.03, -0.04, -0.03], [-1.20, -0.07, 0.18], [-1.74, -0.22, -1.31], [-1.99, 0.33, 0.55], [2.38, 0.38, -2.26], [1.40, -0.85, -0.14], [1.58, 1.83, -0.08], [-1.92, -0.90, -1.90], [-0.93, 0.61, -0.01], [-2.25, 0.07, 1.99], [0.98, -1.57, 1.79]],
  "nbo_charge": [0.297, -0.618, -0.689, -0.396, 0.741, -0.317, -0.699, 0.241, 0.244, 0.238, 0.487, 0.211, 0.260],
  "gap_ev": 9.2965,
  "total_charge": 0
}

---

# 2
{
  "formula": "C4H6O2S",
  "method": "ωB97M-V/def2-TZVPD",
  "elements": ["S", "O", "O", "C", "C", "C", "C", "H", "H", "H", "H", "H", "H"],
  "positions_angstrom": [[-1.70672, -1.50358, 0.84668], [4.04488, -0.78001, -0.41050], [2.03948, 0.17395, 0.19536], [-1.36159, 1.27423, 0.67286], [-1.00784, -0.19648, 0.02545], [3.06385, -0.28709, -0.07293], [-0.00977, -0.27586, -0.88363], [-1.88998, 0.91300, 1.50350], [0.08808, -1.27127, -1.32597], [-1.83452, 1.92800, -0.07358], [-1.34449, -2.35360, -0.20080], [0.37816, 0.66201, -1.26929], [-0.45955, 1.71670, 0.99285]],
  "forces_ev_per_a": [[-0.46, -1.98, -0.85], [1.11, -0.44, -0.15], [0.75, 0.52, 0.95], [0.59, -3.09, -2.37], [2.12, 4.16, -0.53], [-0.67, 0.09, -0.17], [-3.24, -0.39, 0.10], [-1.44, 0.83, 1.30], [0.90, 0.50, -0.20], [-0.34, -0.44, 0.60], [-0.49, 0.30, 1.27], [0.06, -0.57, -0.32], [1.11, 0.49, 0.38]],
  "nbo_charge": [0.054, -0.509, -0.512, -0.627, -0.183, 1.027, -0.437, 0.207, 0.193, 0.226, 0.130, 0.213, 0.215],
  "gap_ev": 8.6839,
  "total_charge": 0
}

---

# 3
{
  "formula": "C4H6O2S2",
  "method": "ωB97M-V/def2-TZVPD",
  "elements": ["S", "S", "O", "O", "C", "C", "C", "C", "H", "H", "H", "H", "H", "H"],
  "positions_angstrom": [[2.63190, -0.33652, -0.01718], [-3.84303, 0.15112, -0.30223], [-1.39602, -0.85201, -0.00861], [0.34827, 2.19146, 0.41798], [-2.34691, 0.00564, 0.41845], [-0.12313, -0.78228, 0.51205], [0.84494, -0.07431, -0.50283], [0.82842, 1.43125, -0.49101], [2.51463, -1.58756, -0.64852], [0.80466, -0.57831, -1.51230], [0.12017, -1.90253, 0.45128], [0.00106, -0.32567, 1.49268], [1.59393, 1.94979, -1.07603], [-1.97888, 0.70993, 1.26627]],
  "forces_ev_per_a": [[-0.86, -1.86, -0.82], [2.09, -0.36, 1.12], [-2.72, 1.18, -0.15], [0.81, -3.58, -3.13], [-0.60, 1.30, -0.09], [2.49, -1.80, -1.31], [-0.20, -0.55, 0.20], [-0.61, 3.49, 3.71], [0.74, 1.20, 0.83], [-0.38, 1.07, 0.96], [0.47, 1.68, 0.85], [-0.34, -0.16, 0.12], [-0.23, -0.34, -0.95], [-0.67, -1.27, -1.33]],
  "nbo_charge": [-0.011, -0.055, -0.495, -0.526, 0.048, -0.086, -0.430, 0.377, 0.145, 0.260, 0.208, 0.215, 0.153, 0.195],
  "gap_ev": 8.7666,
  "total_charge": 0
}

---

# 4
{
  "formula": "C4H6O2S2",
  "method": "ωB97M-V/def2-TZVPD",
  "elements": ["S", "S", "O", "O", "C", "C", "C", "C", "H", "H", "H", "H", "H", "H"],
  "positions_angstrom": [[2.05849, 1.32954, -0.21927], [-0.40295, -2.22276, -0.16935], [0.14769, -2.15541, -1.48214], [2.43912, 0.76579, 1.13591], [-0.63445, -0.30072, 1.96242], [0.64793, 0.74046, -0.66001], [-0.26162, 0.86684, -1.82047], [-0.14041, -0.86155, 0.63433], [-1.14954, -1.04664, 2.44699], [0.20713, -0.08031, 2.49237], [-1.38710, 0.96177, -1.39130], [-0.29926, -0.17419, -2.24905], [0.06888, 1.74025, -2.31825], [-1.29389, 0.43691, 1.63784]],
  "forces_ev_per_a": [[-0.06, -0.95, 2.16], [-0.65, 0.72, 2.99], [1.07, -0.49, -3.19], [0.08, 0.81, -1.62], [0.50, -1.85, -3.66], [-1.88, -3.41, 1.89], [-2.33, -1.67, 2.52], [0.84, 3.03, -1.27], [-1.43, -1.76, 1.31], [2.03, 1.46, 1.59], [2.55, 0.30, -0.99], [0.39, 1.42, -0.52], [-0.21, 0.55, -1.50], [-0.89, 1.84, 0.28]],
  "nbo_charge": [1.110, 1.175, -0.945, -0.918, -0.668, -0.235, -0.723, -0.257, 0.218, 0.252, 0.234, 0.293, 0.235, 0.229],
  "gap_ev": [8.7520, 8.7526],
  "total_charge": 0
}